88
Properties=species:S:1:pos:R:3:forces:R:3 method="wB97M-V/def2-TZVPD" e_lumo_ha="0.069 / 0.059" homo_ev="-2.540 / -4.720" total_charge=-1 multiplicity=5
Ir -0.6050 1.3043 0.0461 0.1 -0.9 -0.4
C -3.5146 -0.1827 2.8636 0.3 -0.2 0.8
C -2.7661 -0.3502 4.0361 -0.2 0.1 -0.6
C -1.4059 -0.1508 3.9830 0.1 -0.1 -0.1
C -0.8015 0.2053 2.7779 -0.8 -0.1 -0.5
N -1.5526 0.4029 1.6518 0.4 0.2 0.7
C -2.8696 0.2045 1.7124 -0.4 0.0 -0.2
C 0.6102 0.3866 2.5665 1.0 0.2 -0.3
C 1.5967 0.0697 3.5067 -0.5 0.0 -0.1
C 2.9265 0.2716 3.2067 0.1 -0.1 0.3
C 3.2877 0.7958 1.9750 -0.3 0.0 -0.2
C 2.3164 1.1083 1.0305 0.6 0.1 0.1
C 0.9743 0.9031 1.3011 -1.0 -0.1 -0.2
H -4.5773 -0.3602 2.8584 -0.1 0.1 -0.1
H -3.2481 -0.6251 4.9617 0.0 0.0 0.1
H -0.7970 -0.2666 4.8673 0.1 0.0 0.0
H -3.4243 0.3392 0.7969 0.1 0.1 -0.1
H 1.3152 -0.3518 4.4622 0.0 0.0 0.1
H 3.6852 0.0295 3.9392 0.0 0.0 0.0
H 4.3295 0.9640 1.7469 0.1 0.1 0.0
H 2.6339 1.5378 0.0927 -0.1 0.0 -0.2
C -2.7112 3.5717 -4.3951 0.0 0.0 0.0
C -3.2536 2.3311 -3.7617 -0.5 -0.1 -0.2
C -4.5530 1.9060 -4.0465 0.0 -0.1 0.1
C -4.9657 0.7285 -3.4495 0.0 0.3 -0.3
N -4.1933 0.0378 -2.6375 -0.4 -0.3 0.1
C -2.9764 0.5374 -2.4063 -0.1 -0.1 -0.1
S -2.0086 -0.4131 -1.3606 0.6 0.2 1.0
N -2.4727 1.6435 -2.9478 0.3 0.3 -0.1
H -3.2586 3.7904 -5.3110 0.0 0.1 0.0
H -1.6531 3.4557 -4.6096 0.1 0.0 0.0
H -2.8250 4.4077 -3.7062 0.0 0.1 0.0
H -5.1972 2.4595 -4.7106 -0.1 0.1 -0.1
H -5.9508 0.3118 -3.6281 -0.1 0.1 -0.1
O 2.3351 2.0111 -2.2066 2.7 -0.7 -0.1
N 1.2447 2.5416 -2.1578 -0.1 -0.1 -3.0
O 0.4195 2.5936 -1.2538 -2.7 1.1 3.6
O -3.5918 4.1846 1.0746 -0.2 0.1 0.2
C -2.5968 3.4836 0.9591 0.1 0.2 0.4
O -2.3406 2.7058 -0.0096 0.6 -0.7 -0.5
C -1.5588 3.5103 2.0794 -0.4 0.1 0.0
C -1.9692 3.2957 3.3919 0.3 0.1 -0.2
C -1.0410 3.3297 4.4239 -0.3 -0.1 0.0
C 0.2828 3.6038 4.1636 0.7 0.1 -0.3
C 0.6985 3.8315 2.8484 -2.4 -0.5 0.4
C -0.2243 3.7673 1.7953 0.6 0.4 0.4
N 2.0506 4.1247 2.5936 2.8 0.7 -0.8
O 2.8053 4.3227 3.5608 -0.8 -0.3 -1.0
O 2.4318 4.1857 1.4176 -0.5 0.0 1.5
H -3.0122 3.0943 3.5893 -0.1 0.0 0.0
H -1.3687 3.1443 5.4379 0.1 0.0 0.1
H 1.0221 3.6536 4.9487 0.0 0.0 0.0
H 0.1104 4.0156 0.7973 0.0 -0.2 -0.2
O 0.9408 -0.1772 -1.4312 0.0 1.4 0.0
As 1.1965 -1.7567 -1.2874 0.4 -1.6 -0.1
C 0.7993 -2.4920 0.4606 0.1 0.0 -0.4
C -0.5265 -2.5728 0.8598 -0.1 0.1 -0.2
C -0.8328 -2.9951 2.1414 -0.1 -0.1 0.0
C 0.1867 -3.3541 3.0084 0.0 0.0 0.1
C 1.5105 -3.2749 2.6072 0.0 -0.1 0.1
C 1.8208 -2.8302 1.3334 0.2 -0.1 -0.2
C 3.0910 -2.0441 -1.6427 -0.2 -0.2 0.1
C 3.8733 -0.9015 -1.7335 -0.4 0.3 0.1
C 5.2378 -1.0085 -1.9415 0.1 -0.1 0.0
C 5.8223 -2.2585 -2.0692 0.0 0.0 0.0
C 5.0373 -3.4001 -2.0069 0.0 -0.2 0.0
C 3.6722 -3.2969 -1.7925 -0.2 0.0 0.1
C 0.2079 -2.7463 -2.6422 0.2 0.1 0.2
C -0.3406 -4.0088 -2.4873 0.2 0.1 0.3
C -0.9974 -4.6015 -3.5548 -0.1 -0.2 0.0
C -1.1074 -3.9398 -4.7667 -0.1 -0.1 0.0
C -0.5668 -2.6728 -4.9182 0.0 0.0 0.0
C 0.0874 -2.0803 -3.8545 0.2 0.4 0.1
H -1.3062 -2.2686 0.1711 -0.1 -0.1 0.1
H -1.8645 -3.0357 2.4646 0.0 0.0 0.0
H -0.0529 -3.6900 4.0072 0.0 0.0 0.1
H 2.2997 -3.5549 3.2908 0.1 0.0 0.0
H 2.8525 -2.7469 1.0086 0.0 0.0 0.1
H 3.3813 0.0622 -1.6512 0.0 0.1 0.0
H 5.8465 -0.1187 -2.0045 0.0 0.1 0.0
H 6.8896 -2.3472 -2.2261 0.0 0.0 0.0
H 5.4930 -4.3740 -2.1253 0.0 -0.1 0.0
H 3.0461 -4.1817 -1.7382 0.1 -0.1 0.0
H -0.2713 -4.5155 -1.5310 0.0 -0.1 0.0
H -1.4277 -5.5861 -3.4397 -0.1 -0.1 0.0
H -1.6311 -4.4055 -5.5909 0.0 0.0 0.0
H -0.6579 -2.1517 -5.8619 0.0 0.0 0.0
H 0.4986 -1.0761 -3.9218 -0.1 0.0 -0.1

---

9
Properties=species:S:1:pos:R:3:forces:R:3 method="wB97M-V/def2-TZVPD" e_lumo_ha=-0.025 homo_ev=-8.877
C -1.0704 0.0650 -0.5787 1.0 1.9 0.6
P 1.7032 -0.9074 -0.4888 -0.9 0.0 1.2
S -0.2371 2.0041 0.3430 -1.2 -1.6 -0.3
S -0.3512 -1.2539 0.3025 1.2 -0.2 -0.5
I -3.2191 -0.1891 -0.4540 1.0 0.5 -0.3
H -0.5807 0.2319 -1.5830 -1.2 -0.1 1.0
H 2.2270 -1.9677 0.3543 -0.1 0.7 -0.3
H 1.8896 0.2405 0.3967 0.3 -1.0 -0.4
H -0.3612 1.7765 1.7079 -0.1 -0.2 -1.2

---

11
Properties=species:S:1:pos:R:3:forces:R:3 method="wB97M-V/def2-TZVPD" e_lumo_ha=0.044 homo_ev=-9.349 smiles=C[C@H]1CN1
C -0.6306 1.0348 0.5649 -2.6 -1.1 0.1
C -0.3203 -0.0076 -0.4183 1.3 -2.1 -0.7
C 1.0196 -0.6773 -0.6237 -1.6 0.9 -0.7
N -0.1329 -1.4404 -0.0134 1.0 1.1 -1.1
H -0.0204 0.9220 1.3915 1.9 0.4 1.6
H -0.6459 2.0129 0.1245 0.0 0.5 0.1
H -1.6233 0.7533 1.0352 0.6 0.8 -0.8
H -0.8467 0.0091 -1.3441 -0.7 0.2 -0.4
H 1.7910 -0.2884 0.0067 0.5 -0.3 0.4
H 1.2904 -0.8532 -1.6808 -0.1 -0.4 0.9
H 0.1191 -1.4652 0.9577 -0.2 -0.1 0.7

---

no.,calculated total energy (Eh)
1,-5120.14903
2,-1475.84228
3,-173.20135